ORCA calculation (ωB97M-V with the def2-TZVPD basis set) on a molecular structure, C4H3CuO6.

Last column: Mulliken spin population.
Geometry (Å):
1 O -1.814 -0.073 -0.022  0.002
2 C -0.723 0.300 -0.346  -0.003
3 O 1.374 -0.444 0.708  0.000
4 C 1.099 -1.041 1.852  -0.026
5 C 0.480 -0.617 -0.376  0.009
6 O 0.034 -1.703 2.019  0.254
7 O 1.947 -0.960 2.784  0.255
8 H 0.131 -1.654 -0.444  0.001
9 H 1.050 -0.379 -1.284  0.002
10 Cu 0.651 -1.956 3.689  0.506
11 O -1.437 2.547 -2.777  0.000
12 C -1.728 1.931 -1.681  0.000
13 O -0.586 1.453 -1.157  0.000
14 H -0.478 2.595 -2.966  0.000

2S+1	2
HOMO-LUMO gap (spin up / spin down)	5.4 / 3.5	eV
E_tot	-61109.1259	eV
charge	+1
highest occupied orbital energy (spin up / spin down)	-12.15 / -12.15	eV